Formula: C4H8ClNO
Source: OMol25
Level of theory: the ωB97M-V functional and the def2-TZVPD basis

Computed properties:
SMILES = C=C/C(O)=N/C.Cl
frontier orbital gap = 8.8 eV
HOMO level = -8.74 eV

Geometry (Å):
C  0.59  -2.10  0.49
C  0.37  -1.36  -0.62
C  0.23  0.09  -0.59
O  1.37  0.70  -1.00
N  -0.80  0.61  -0.09
C  -1.14  2.04  0.19
H  0.88  -1.72  1.39
H  0.67  -3.22  0.37
H  0.05  -1.73  -1.64
H  1.31  1.63  -1.25
H  -0.52  2.79  -0.30
H  -2.13  2.32  -0.19
H  -1.23  2.08  1.27
Cl  -2.88  -1.09  -0.06
H  -1.24  -1.08  -0.27


Formula: C4H8ClNO
Source: OMol25
Level of theory: the ωB97M-V functional and the def2-TZVPD basis

Computed properties:
frontier orbital gap = 9.1 eV
HOMO level = -8.30 eV

Geometry (Å):
C  -0.29  -0.40  0.14
C  1.59  1.88  0.26
C  -1.83  -1.99  -0.18
C  1.53  0.71  -0.65
N  -0.88  0.45  0.83
O  -0.55  -1.52  -0.45
Cl  2.90  -0.49  -0.53
H  1.76  2.80  -0.32
H  0.45  1.91  0.66
H  2.38  1.74  0.95
H  -2.33  -2.22  -1.12
H  -2.43  -1.21  0.30
H  -1.72  -2.83  0.47
H  1.18  0.72  -1.71
H  -1.78  0.45  1.33


Formula: C4H8ClO5P
Source: OMol25
Level of theory: the ωB97M-V functional and the def2-TZVPD basis

Computed properties:
SMILES = O=C(O)OP(O)Cl.CC(C)=O
frontier orbital gap = 9.6 eV
HOMO level = -9.37 eV

Geometry (Å):
O  -0.54  -1.12  -0.39
C  -1.12  -1.92  0.27
O  -0.85  -3.24  0.31
O  -2.11  -1.59  1.13
P  -3.65  -2.21  1.16
O  -3.46  -3.80  1.29
Cl  -4.03  -2.08  -0.87
H  -0.46  -3.46  -0.55
H  -3.07  -4.23  0.53
C  3.10  2.65  0.19
C  1.69  2.95  -0.28
C  0.88  1.78  -0.77
O  1.25  4.08  -0.27
H  3.58  3.58  0.51
H  3.07  1.95  1.02
H  3.68  2.21  -0.62
H  0.77  1.04  0.03
H  1.38  1.30  -1.61
H  -0.10  2.11  -1.07


Formula: C4H8ClP
Source: OMol25
Level of theory: the ωB97M-V functional and the def2-TZVPD basis

Computed properties:
SMILES = C=C(CP)CCl
frontier orbital gap = 10.7 eV
HOMO level = -9.78 eV

Geometry (Å):
C  -1.40  -0.41  -0.46
C  -0.44  -0.09  0.36
C  0.95  0.11  -0.32
P  0.85  -0.43  -2.14
C  -0.42  0.20  1.85
Cl  -1.51  -0.73  2.91
H  -2.34  -0.58  -0.12
H  -1.29  -0.50  -1.48
H  1.29  1.11  -0.04
H  1.68  -0.57  0.18
H  2.17  0.00  -2.41
H  0.34  0.75  -2.60
H  0.55  -0.15  2.38
H  -0.44  1.28  1.90


Formula: C4H8CuO3
Source: OMol25
Level of theory: the ωB97M-V functional and the def2-TZVPD basis

Computed properties:
net charge = +2
frontier orbital gap (spin up / spin down) = 8.7 / 7.9 eV
spin multiplicity = 2
HOMO level (spin up / spin down) = -19.98 / -19.61 eV
⟨S²⟩ = 0.758

Geometry (Å):
C  2.46  1.99  -0.20
C  1.29  1.17  0.20
O  1.62  0.27  1.09
H  2.09  2.75  -0.90
H  2.93  2.46  0.67
H  3.16  1.36  -0.76
H  0.72  0.73  -0.62
H  0.11  2.38  0.88
O  -0.97  0.56  1.97
C  -1.31  1.68  2.42
C  -0.97  2.85  1.66
H  -0.71  3.69  2.31
H  -1.33  1.74  3.52
H  -1.71  3.10  0.89
Cu  -0.39  -1.06  2.31
O  1.26  -0.33  2.23


Formula: C4H8F2N
Source: OMol25
Level of theory: the ωB97M-V functional and the def2-TZVPD basis

Computed properties:
net charge = +1
frontier orbital gap = 10.0 eV
HOMO level = -13.81 eV

Geometry (Å):
C  -0.91  1.39  1.40
C  1.10  -0.51  -0.58
C  -1.69  0.38  1.18
C  1.45  -0.77  0.67
N  0.51  -1.50  -1.47
F  -1.56  -0.38  0.06
F  1.13  -1.97  1.25
H  -0.97  1.78  2.40
H  -0.40  1.89  0.55
H  1.36  0.54  -1.07
H  -2.29  -0.06  2.00
H  2.06  -0.10  1.30
H  0.93  -1.64  -2.35
H  -0.36  -1.09  -1.90
H  0.21  -2.18  -0.80


Formula: C4H8F2N2O
Source: OMol25
Level of theory: the ωB97M-V functional and the def2-TZVPD basis

Computed properties:
SMILES = CC(C)(F)C/[N+]([O-])=N/F
frontier orbital gap (spin up / spin down) = 10.4 / 8.7 eV
HOMO level (spin up / spin down) = -10.37 / -9.08 eV

Geometry (Å):
C  1.39  -0.24  0.81
C  0.43  0.32  -0.24
C  1.19  0.24  -1.56
F  0.11  1.60  0.13
C  -0.90  -0.41  -0.36
N  -1.67  -0.44  0.88
O  -1.69  -1.27  1.79
N  -2.61  0.91  0.87
F  -3.18  0.93  2.08
H  0.99  0.03  1.73
H  2.45  0.04  0.70
H  1.32  -1.24  0.78
H  1.63  -0.70  -1.87
H  0.57  0.59  -2.38
H  2.01  0.91  -1.44
H  -0.75  -1.45  -0.74
H  -1.31  0.18  -1.16


Formula: C4H8F3O5PbS
Source: OMol25
Level of theory: the ωB97M-V functional and the def2-TZVPD basis

Computed properties:
net charge = +1
frontier orbital gap = 8.9 eV
HOMO level = -12.90 eV

Geometry (Å):
O  1.03  -0.95  -0.35
O  1.04  -0.37  3.66
C  0.40  0.82  3.78
O  0.21  1.27  2.40
C  -0.24  2.59  2.19
Pb  1.27  -0.42  1.70
H  0.99  1.61  4.29
H  -0.60  0.75  4.24
H  -0.37  2.73  1.11
H  -1.20  2.75  2.70
H  0.50  3.31  2.57
S  0.05  -1.38  -1.39
O  -0.84  -2.47  -1.11
O  0.92  -1.57  -2.67
C  -0.97  0.15  -1.77
F  -1.74  0.38  -0.73
F  -0.17  1.16  -1.99
F  -1.70  -0.10  -2.83
C  0.43  -2.41  -3.76
H  1.31  -2.61  -4.37
H  -0.33  -1.86  -4.32
H  0.03  -3.35  -3.35


Calculated values (eV) of E for the records, taken in order: -20334.3205; -20333.9392; -36328.6821; -26086.9918; -55031.7507; -11193.1392; -14734.2084; -38740.5877.